1.
# ClH18O9

10 unconnected molecules or ions with the total composition ClH18O9 at a distorted geometry (ωB97M-V/def2-TZVPD, the Open Molecules 2025 dataset).

```
28
Properties=species:S:1:pos:R:3:mulliken_charge:R:1
Cl -0.01396 -0.65879 0.15521 -0.908
O -2.01396 -1.72779 -1.88979 -0.569
H -1.74196 -2.00779 -2.77479 0.298
H -1.24596 -1.48979 -1.40779 0.291
O 0.61004 0.31421 -3.06979 -0.624
H 0.64404 -0.61579 -2.81579 0.247
H 0.05604 0.60321 -2.31679 0.346
O 2.82804 -0.74579 -0.95279 -0.573
H 2.04204 -1.19079 -1.14879 0.225
H 3.24704 -1.06279 -1.77979 0.309
O -0.97896 0.67821 3.00221 -0.600
H -0.59596 0.44721 2.16321 0.367
H -1.48296 -0.02779 3.39321 0.276
O 1.99204 1.83721 -0.59679 -0.677
H 1.63904 2.27921 -1.40979 0.291
H 2.21204 0.93821 -0.81279 0.424
O -0.88396 -2.76079 2.29221 -0.660
H -0.42096 -2.04179 1.81321 0.315
H -1.76496 -2.29779 2.31321 0.310
O -0.41296 2.53821 0.57621 -0.630
H 0.50704 2.29721 0.37621 0.437
H -0.74396 2.14821 -0.22479 0.266
O -3.35696 -0.12979 0.09121 -0.590
H -3.54596 0.70321 -0.38279 0.279
H -2.42696 -0.36379 -0.13379 0.302
O 2.24304 0.49821 1.97821 -0.613
H 2.08104 1.41821 2.27721 0.363
H 1.52904 0.42021 1.28521 0.097
```

Calculated values
Spin multiplicity = 1
Gap between HOMO and LUMO = 0.3435 Eh
Energy above the lowest of the compared OMol25 structures with the same formula, charge and spin = 1.417 eV
HOMO level = -6.632 eV
Largest force on an atom = 3.254 eV/A
Calculated total energy = -31245.336 eV
Total charge = -1


2.
# ClH18O9

10 unconnected molecules or ions with the total composition ClH18O9 (ωB97M-V/def2-TZVPD, the Open Molecules 2025 dataset).

```
28
Properties=species:S:1:pos:R:3:mulliken_charge:R:1
Cl 0.32648 -0.33196 -0.13005 -0.795
O 0.91241 1.15249 2.93076 -0.613
H 0.97968 0.35724 2.38968 0.283
H 1.29896 0.89211 3.77178 0.296
O -1.87871 2.20355 -0.22007 -0.633
H -2.64523 1.66275 -0.43417 0.297
H -1.14318 1.73270 -0.63479 0.313
O -0.52520 1.34608 -3.11550 -0.654
H -0.26946 0.85011 -2.32517 0.268
H 0.26942 1.84660 -3.33016 0.286
O 0.86219 -1.70795 3.08789 -0.643
H 0.31784 -2.48694 3.23692 0.296
H 0.86110 -1.58375 2.12570 0.309
O -0.65345 -3.45816 -0.58889 -0.642
H -1.11083 -3.75350 0.20407 0.307
H -0.38404 -2.54377 -0.39040 0.287
O 3.55826 0.20755 -1.35211 -0.617
H 3.21512 0.53537 -0.51325 0.303
H 2.80681 -0.28038 -1.70762 0.310
O 1.65928 2.64219 -0.60366 -0.572
H 1.78917 3.33052 0.05596 0.276
H 1.09388 1.99413 -0.15517 0.277
O -2.30598 -0.58825 1.89011 -0.631
H -1.96201 -0.94826 1.06114 0.323
H -1.50587 -0.42557 2.40521 0.369
O -2.20563 -1.05150 -2.61183 -0.673
H -1.61836 -1.15450 -1.84906 0.317
H -1.74265 -0.43891 -3.19733 0.358
```

Calculated values
Spin multiplicity = 1
Gap between HOMO and LUMO = 0.3574 Eh
Energy above the lowest of the compared OMol25 structures with the same formula, charge and spin = 0.398 eV
HOMO level = -6.854 eV
Largest force on an atom = 0.486 eV/A
Calculated total energy = -31246.355 eV
Total charge = -1


3.
# ClH22O15

12 unconnected molecules or ions with the total composition ClH22O15 at a distorted geometry (ωB97M-V/def2-TZVPD, the Open Molecules 2025 dataset).

```
38
Properties=species:S:1:pos:R:3:mulliken_charge:R:1
Cl -0.95470 33.06946 -12.47872 1.633
O -1.22214 32.91573 -11.01852 -0.557
O -2.18920 33.67709 -13.12555 -0.921
O 0.24305 33.93644 -12.76229 -0.889
O -0.75655 31.74193 -13.14573 -0.265
O 2.16451 32.28446 -13.86730 -0.668
H 2.06904 32.31179 -14.85707 0.312
H 1.59106 32.93963 -13.58533 0.346
O -4.04533 33.53907 -11.25693 -0.750
H -4.25479 32.65256 -11.13230 0.316
H -3.37248 33.50557 -11.90126 0.378
O 2.20370 33.04135 -10.84535 -0.667
H 1.60546 33.61311 -11.23765 0.274
H 1.78661 32.86276 -9.96520 0.431
O -0.34130 30.20762 -10.76324 -0.603
H -0.86462 31.00436 -10.73354 0.284
H 0.53806 30.47618 -10.96825 0.323
O 1.11862 32.29658 -8.61852 -0.665
H 1.10606 31.33615 -8.61937 0.327
H 0.19324 32.45191 -8.55660 0.290
O -0.24971 31.47947 -15.72835 -0.741
H -1.00863 31.77617 -15.29658 0.385
H 0.16647 30.88378 -15.09101 0.351
O -3.54665 30.85548 -12.50556 -0.721
H -3.24850 31.52620 -13.15212 0.418
H -4.46206 30.78439 -12.62689 0.251
O -3.04498 31.96343 -15.01077 -0.732
H -2.70019 32.77424 -14.59205 0.344
H -3.97668 32.21383 -15.11793 0.310
O -2.93012 33.57486 -8.78417 -0.641
H -2.66290 33.09379 -9.61603 0.432
H -2.09283 33.79814 -8.36301 0.285
O -2.03652 28.62821 -12.72482 -0.691
H -2.29896 29.57483 -12.75705 0.423
H -1.28718 28.64980 -12.12400 0.336
O 0.91815 29.81863 -13.74271 -0.834
H 1.60324 30.44985 -13.66282 0.443
H 0.22453 30.31781 -13.34380 0.453
```

Calculated values
Spin multiplicity = 1
Gap between HOMO and LUMO = 0.3661 Eh
Energy above the lowest of the compared OMol25 structures with the same formula, charge and spin = 1.185 eV
HOMO level = -7.380 eV
Largest force on an atom = 4.111 eV/A
Calculated total energy = -43587.326 eV
Total charge = -1


4.
# ClH24O16

13 unconnected molecules or ions with the total composition ClH24O16 at a distorted geometry (ωB97M-V/def2-TZVPD, the Open Molecules 2025 dataset).

```
41
Properties=species:S:1:pos:R:3:mulliken_charge:R:1
Cl 0.62334 0.77256 -0.95863 1.607
O -0.48666 1.76856 -0.79563 -0.713
O 0.74834 0.34956 -2.38463 -0.847
O 1.81834 1.48956 -0.34963 -0.802
O 0.30234 -0.42744 -0.12063 0.195
O -1.90466 0.18056 1.32037 -0.682
H -2.33266 0.78856 0.65337 0.427
H -1.32966 -0.30144 0.74437 0.046
O -0.52066 -3.38644 -1.05163 -0.900
H -0.32966 -2.98644 -0.15163 0.173
H 0.17034 -4.05944 -1.14063 0.371
O -3.44466 2.13356 0.07937 -0.627
H -2.85766 2.65456 -0.45463 0.263
H -3.99666 2.79156 0.53737 0.297
O -2.38166 -1.47644 -0.76663 -0.490
H -3.19966 -1.86244 -1.07363 0.233
H -1.75466 -2.14444 -0.91463 0.494
O -1.19866 2.00056 -3.62063 -0.630
H -1.44966 2.81356 -3.11663 0.289
H -0.34866 1.79556 -3.22163 0.345
O 0.96834 -2.25444 -3.27363 -0.698
H 0.98334 -1.28044 -3.23063 0.451
H 0.54134 -2.45944 -2.44663 0.368
O -0.49066 3.87456 1.05137 -0.630
H -0.27266 3.15556 0.48337 0.398
H -0.98666 4.52856 0.53237 0.263
O 1.40934 -0.90244 2.66837 -0.754
H 1.11234 0.00556 2.79537 0.337
H 0.68634 -1.37244 2.26837 0.441
O 2.31334 -2.30744 0.07337 -0.691
H 1.48734 -1.91744 0.22937 0.117
H 2.92434 -1.63844 0.32737 0.486
O 2.18034 2.57156 2.18437 -0.606
H 2.17934 2.90156 1.30637 0.310
H 1.30534 2.25556 2.29237 0.284
O 3.45034 -0.21744 1.05537 -0.753
H 3.00034 0.56856 0.76737 0.388
H 2.94934 -0.49444 1.80537 0.446
O -0.37266 -2.64444 1.69537 -0.794
H -0.25466 -3.03744 2.54837 0.283
H -1.24066 -2.22944 1.65337 0.308
```

Calculated values
Spin multiplicity = 1
Gap between HOMO and LUMO = 0.3506 Eh
Energy above the lowest of the compared OMol25 structures with the same formula, charge and spin = 1.559 eV
HOMO level = -7.141 eV
Largest force on an atom = 3.490 eV/A
Calculated total energy = -45667.348 eV
Total charge = -1


5.
# ClH24O16

13 unconnected molecules or ions with the total composition ClH24O16 at a distorted geometry (ωB97M-V/def2-TZVPD, the Open Molecules 2025 dataset).

```
41
Properties=species:S:1:pos:R:3:mulliken_spin:R:1
Cl -0.01866 -0.07954 -0.04187 -0.078
O -0.87242 -0.16238 -1.21262 0.096
O 0.70332 -1.34212 0.06979 0.082
O 0.90847 0.99985 -0.13590 0.453
O -0.74145 0.25598 1.09379 0.387
O 1.62293 -3.35089 -2.29376 0.000
H 0.99805 -3.76368 -1.69764 0.000
H 1.46793 -2.41189 -2.19136 0.000
O -1.83615 -2.35058 -3.12322 0.000
H -2.07898 -2.38569 -2.19800 0.000
H -1.64958 -1.42621 -3.28746 0.000
O -0.38069 1.06995 4.03005 0.014
H 0.21172 0.87094 3.30502 -0.002
H -1.22451 1.23903 3.61101 0.000
O 3.43704 -1.30050 -1.30593 0.016
H 2.63069 -1.35473 -0.79300 -0.002
H 3.17261 -0.88211 -2.12523 0.000
O -0.63758 2.85615 -1.79638 0.007
H -1.22530 2.33123 -2.33978 0.000
H -0.15985 2.21461 -1.27061 -0.004
O 3.11350 1.12576 -2.76736 0.003
H 3.89021 1.68017 -2.69263 0.000
H 2.46594 1.54192 -2.19840 -0.001
O -0.27733 -3.61004 2.15645 0.002
H 0.01616 -2.91943 1.56219 0.000
H 0.41875 -4.26629 2.12412 0.000
O -2.70124 2.35211 2.31247 0.000
H -3.40456 1.78908 2.63583 0.000
H -2.65042 2.15900 1.37633 0.000
O 0.57744 3.48595 1.55773 0.026
H 0.48350 2.92135 0.79050 0.000
H 1.51772 3.49313 1.73673 -0.001
O 3.29014 1.08554 2.58914 0.000
H 3.39647 1.87493 2.05831 0.000
H 2.77770 0.49340 2.03868 -0.001
O -3.33882 1.26094 -0.46120 0.001
H -3.71379 0.56489 0.07838 0.000
H -2.57793 0.85736 -0.87879 0.001
O -2.73968 -2.57236 -0.30608 0.002
H -1.81104 -2.35629 -0.39074 -0.001
H -3.06024 -1.98844 0.38131 0.000
```

Calculated values
Spin multiplicity = 2
Gap between HOMO and LUMO (alpha / beta) = 0.3862 / 0.1116 Eh
Expectation value of S² = 0.76
HOMO level (alpha / beta) = -11.354 / -11.296 eV
Largest force on an atom = 6.808 eV/A
Calculated total energy = -45659.439 eV


6.
# ClH2NO2S

ClH2NO2S in the gas phase at a distorted geometry (ωB97M-V/def2-TZVPD, the Open Molecules 2025 dataset).

```
7
Properties=species:S:1:pos:R:3:mulliken_charge:R:1
N 0.05016 0.13869 0.54495 -0.365
O -1.81009 -1.45981 -0.86776 -0.434
O -1.07958 -0.26688 1.24168 -0.218
S -2.40938 -0.93017 0.30873 0.684
Cl -3.30499 0.99110 -0.10932 -0.194
H -0.14770 1.02260 0.00940 0.258
H 0.08984 -0.47330 -0.17903 0.270
```

Calculated values
Spin multiplicity = 1
Gap between HOMO and LUMO = 0.3736 Eh
Energy above the lowest of the compared OMol25 structures with the same formula, charge and spin = 1.732 eV
HOMO level = -10.623 eV
Largest force on an atom = 4.097 eV/A
Calculated total energy = -28972.745 eV


7.
# ClH2NO2S

ClH2NO2S in the gas phase at a distorted geometry (ωB97M-V/def2-TZVPD, the Open Molecules 2025 dataset).

```
7
Properties=species:S:1:pos:R:3:mulliken_charge:R:1
N -0.98883 0.10595 0.04003 -0.387
S 0.60994 -0.27009 0.07161 0.939
O 0.83125 -1.35774 -1.17584 -0.521
O 1.15633 -0.50312 1.39639 -0.463
Cl 1.53310 1.50429 -0.41332 -0.116
H -1.58392 -0.19095 -0.72821 0.270
H -1.55787 0.71167 0.80934 0.278
```

Calculated values
Spin multiplicity = 1
Gap between HOMO and LUMO = 0.3934 Eh
Energy above the lowest of the compared OMol25 structures with the same formula, charge and spin = 1.436 eV
HOMO level = -11.082 eV
Largest force on an atom = 7.784 eV/A
Calculated total energy = -28973.041 eV
Structure (SMILES) = NS(=O)(=O)Cl


8.
# ClH2NOS2

ClH2NOS2 in the gas phase at a distorted geometry (ωB97M-V/def2-TZVPD, the Open Molecules 2025 dataset).

```
7
Properties=species:S:1:pos:R:3:mulliken_charge:R:1
N -0.16007 -0.24425 0.57240 -0.287
O -2.66742 -0.08287 -0.40149 -0.480
S 2.73947 0.63261 0.00063 -0.267
S 1.27977 -0.59821 -0.29302 0.125
Cl -1.39403 0.70446 -0.14010 0.402
H -0.17541 -0.29803 1.59221 0.280
H 0.37769 -0.11372 -1.33063 0.227
```

Calculated values
Spin multiplicity = 1
Gap between HOMO and LUMO = 0.3072 Eh
Energy above the lowest of the compared OMol25 structures with the same formula, charge and spin = 4.816 eV
HOMO level = -9.103 eV
Largest force on an atom = 1.973 eV/A
Calculated total energy = -37756.967 eV


9.
# ClH2NOS2

A molecular structure, ClH2NOS2 at a distorted geometry (ωB97M-V/def2-TZVPD, the Open Molecules 2025 dataset).

```
7
Properties=species:S:1:pos:R:3:mulliken_charge:R:1
N -1.14034 0.89796 0.28748 -0.416
O 0.29352 -1.44714 -0.63943 -0.459
S 2.34311 -0.17998 0.74716 -0.203
S 0.80705 -0.14371 -0.34657 0.535
Cl -2.19218 -0.46803 0.40077 -0.005
H -1.11457 1.04317 1.30318 0.315
H 1.00340 0.29774 -1.75257 0.233
```

Calculated values
Spin multiplicity = 1
Gap between HOMO and LUMO (alpha / beta) = 0.2731 / 0.2736 Eh
Energy above the lowest of the compared OMol25 structures with the same formula, charge and spin = 3.549 eV
HOMO level (alpha / beta) = -9.460 / -9.539 eV
Largest force on an atom = 2.314 eV/A
Calculated total energy = -37758.234 eV


10.
# ClH2O

2 unconnected molecules or ions with the total composition ClH2O at a distorted geometry (ωB97M-V/def2-TZVPD, the Open Molecules 2025 dataset).

```
4
Properties=species:S:1:pos:R:3:mulliken_charge:R:1
O -2.32297 -1.82368 -0.71428 -0.625
H -1.75498 -1.03131 -0.58088 0.270
H -2.69208 -1.71463 -1.61989 0.285
Cl 0.15803 0.11137 0.05122 -0.930
```

Calculated values
Spin multiplicity = 1
Gap between HOMO and LUMO = 0.3088 Eh
Energy above the lowest of the compared OMol25 structures with the same formula, charge and spin = 0.107 eV
HOMO level = -3.848 eV
Largest force on an atom = 1.314 eV/A
Calculated total energy = -14604.675 eV
Total charge = -1